Formula: C5H13NO
Source: OMol25
Level of theory: the ωB97M-V functional and the def2-TZVPD basis

E_LUMO, eV: 0.89
Net charge: 0
Calculated total energy, eV: -8929.6859
Kohn-Sham gap, eV: 8.098
Largest force on an atom, Eh/bohr: 0.109
SMILES: CC/C=C/NC.O
Relative energy (zero: lowest compared OMol25 entry of this formula, charge and spin), kcal/mol: 99.7

Each line ends with the Löwdin charge.
Element x y z (Å)
C  2.108  0.507  0.728  -0.13
C  1.693  -0.152  -0.585  -0.29
C  0.383  -0.753  -0.234  -0.14
C  -0.529  -1.203  -1.284  -0.15
N  -1.826  -1.544  -0.988  -0.11
C  -2.562  -0.505  -0.223  -0.10
H  3.152  0.493  0.853  0.03
H  1.727  -0.154  1.681  0.13
H  1.842  1.623  0.869  0.07
H  1.751  0.378  -1.484  0.09
H  2.392  -0.900  -0.749  0.08
H  0.371  -1.376  0.745  0.13
H  -0.112  -1.736  -2.096  0.10
H  -2.302  -1.816  -1.857  0.12
H  -2.064  -0.599  0.697  0.04
H  -2.453  0.554  -0.487  0.09
H  -3.536  -0.974  0.045  0.09
O  -0.389  2.811  1.668  -0.05
H  0.212  2.051  1.630  0.00
H  0.143  3.296  1.072  0.00